Molecular formula: C26H26BrCl5N4OSe3TaTe
Method: DFT, wB97M-V/def2-TZVPD

Values from the calculation:
Charge: +1
HOMO-LUMO gap: 5.7 eV
Energy above the lowest of the compared OMol25 structures with the same formula, charge and spin: 0.016 eV

Geometry (Å):
1 Ta -0.0788 -2.3744 -0.2202
2 Te 1.6134 -5.3655 -2.1822
3 Br -0.6545 -0.2458 2.0052
4 Se -0.8873 -5.0428 -2.7362
5 Se -1.1009 -2.7719 -2.5977
6 Se 2.1353 -3.1745 -1.0991
7 Cl -5.3737 -6.2905 0.6224
8 Cl -2.9460 -1.4930 -0.1395
9 Cl -5.6712 -3.2137 0.1394
10 Cl 0.0076 -5.6389 0.7483
11 Cl -2.5454 -7.5546 1.0132
12 O -0.0047 -0.6322 -0.7600
13 N 1.7553 -2.8301 4.1431
14 N 0.6185 -3.1098 2.2828
15 N 2.3212 -1.1255 0.9628
16 N 3.8886 -1.4248 2.4832
17 C -1.3457 0.5653 -3.3571
18 C 3.4189 -0.4118 0.6094
19 C -1.6040 -5.0418 0.6605
20 C 1.1839 0.3234 -3.3593
21 C -1.6891 -3.6766 0.4231
22 C 4.4056 -0.5909 1.5389
23 C -4.1242 -3.9197 0.3501
24 C -0.1287 5.8447 -0.7493
25 C 2.6241 -1.7326 2.1002
26 C -3.9844 -5.2978 0.5762
27 C -0.0016 1.2532 -3.0698
28 C -2.7168 -5.8719 0.7438
29 C -0.0552 2.9965 -1.2265
30 C 0.6613 -3.5750 4.4605
31 C -1.4230 5.2695 1.2859
32 C -0.0326 -3.7400 3.2978
33 C -0.3804 2.4708 1.0644
34 C -0.1160 0.6823 -0.5914
35 C -0.2067 3.4405 0.0817
36 C 1.0819 5.1485 1.3106
37 C 1.6989 -2.5599 2.8190
38 C -2.9678 -3.1560 0.2844
39 C -0.0229 1.6610 -1.6041
40 C 0.1043 2.4510 -4.0202
41 C -0.3458 1.1425 0.7088
42 C -0.1774 4.9118 0.4642
43 H 1.0397 2.9877 -3.8817
44 H -0.1474 6.8734 -0.3995
45 H 2.4301 -2.4750 4.7993
46 H -1.4464 4.7492 2.2387
47 H 1.0674 4.5444 2.2134
48 H 1.2123 -0.5363 -2.6915
49 H 0.4617 -3.9091 5.4564
50 H 0.0720 2.0899 -5.0454
51 H -2.3283 5.0258 0.7355
52 H 1.9752 4.8979 0.7430
53 H 4.3994 -1.7991 3.2680
54 H -0.7281 3.1385 -3.8888
55 H 1.1220 -0.0451 -4.3799
56 H -0.5495 2.7335 2.0947
57 H 2.1194 0.8693 -3.2507
58 H 1.1423 6.1933 1.6015
59 H -2.1442 1.3038 -3.3791
60 H 0.7825 5.7100 -1.3263
61 H -1.4229 6.3367 1.4894
62 H -1.5989 -0.1654 -2.5886
63 H 5.4071 -0.2154 1.5910
64 H 3.4257 0.1756 -0.2861
65 H -1.3215 0.0539 -4.3162
66 H -0.9891 5.6999 -1.3974
67 H 0.0322 3.7346 -1.9999
68 H -0.9474 -4.2699 3.1320

***

Molecular formula: C26H26BrN4O2RhS3
Method: DFT, wB97M-V/def2-TZVPD

Values from the calculation:
Charge: 0
Spin multiplicity: 5
HOMO-LUMO gap (alpha / beta): 6.4 / 6.2 eV

Geometry (Å):
1 Rh 0.9325 0.0014 1.5620
2 Br 2.1529 -2.5737 1.8592
3 S -2.4358 0.4533 -0.3102
4 S 3.0333 2.2956 2.9357
5 S -1.4467 0.9092 1.3351
6 O 3.2927 0.3826 0.1810
7 O 0.2339 2.4782 -5.6946
8 N 1.3828 2.9915 1.2113
9 N 0.0131 1.4525 -3.6938
10 N -1.2298 0.7521 -5.5789
11 N 0.6292 -0.5379 -0.7177
12 C 3.1651 -3.1645 5.8096
13 C -2.3777 0.1638 -4.9729
14 C -4.6351 -1.1017 -3.8803
15 C -5.8449 -1.7843 -3.2923
16 C 2.4252 -2.2476 6.4882
17 C 1.5735 -1.3366 5.8063
18 C -4.1194 -1.4897 -5.1173
19 C -0.0665 0.4250 5.8642
20 C 0.1463 0.2872 -2.9149
21 C -3.9972 -0.0619 -3.2177
22 C -3.0020 -0.8761 -5.6558
23 C -0.0830 0.4449 4.4494
24 C -0.2993 1.6070 -5.0361
25 C 2.4195 4.0162 1.0086
26 C 1.5833 2.0120 2.0536
27 C 0.6833 -0.3917 3.6763
28 C 1.4981 -1.3364 4.3834
29 C 0.4702 0.4607 -1.5756
30 C 3.0738 -3.2323 4.3985
31 C 0.4427 -1.7842 -1.1597
32 C -0.0121 -1.0113 -3.3745
33 C -2.8867 0.5806 -3.7538
34 C 0.7625 -0.4278 6.5296
35 C 0.1267 -2.0533 -2.4752
36 C 3.2845 3.9745 2.2611
37 C 2.2743 -2.3486 3.7481
38 H -4.3676 0.2669 -2.2524
39 H 0.5141 2.9946 0.6900
40 H -4.5927 -2.2975 -5.6651
41 H 3.6226 -3.9824 3.8467
42 H 0.5115 2.2632 -3.3604
43 H 1.9655 4.9927 0.8545
44 H -5.6967 -2.8636 -3.2219
45 H 3.9176 0.0195 0.8188
46 H -0.2412 -1.2143 -4.4082
47 H 0.8134 -0.4283 7.6129
48 H -2.4255 1.3917 -3.2041
49 H 2.9957 3.7468 0.1232
50 H 0.5384 -2.5783 -0.4301
51 H 2.9666 4.7029 3.0041
52 H 4.3354 4.1281 2.0322
53 H 3.1977 -0.2913 -0.5009
54 H 0.5965 1.4624 -1.1796
55 H -1.2626 0.8551 -6.5818
56 H -6.0594 -1.4118 -2.2910
57 H -0.7185 1.1777 3.9592
58 H -6.7315 -1.6175 -3.9075
59 H -0.7018 1.1066 6.4198
60 H -2.6022 -1.2083 -6.6088
61 H 3.8070 -3.8600 6.3362
62 H 2.4673 -2.2061 7.5708
63 H -0.0125 -3.0773 -2.7961

***

Molecular formula: C26H26Cl2FNO17
Method: DFT, wB97M-V/def2-TZVPD

Values from the calculation:
Charge: 0
HOMO-LUMO gap: 8.5 eV
SMILES: C/C(Cl)=C(\Cl)c1ccc2c(c1F)C(=O)NC2=O.O=C1OCCO1.O=C1OCCO1.O=C1OCCO1.O=C1OCCO1.O=C1OCCO1

Geometry (Å):
1 Cl 4.6702 -2.5812 -3.4129
2 Cl 4.9730 -0.0293 0.0666
3 F 2.9936 -3.4358 -1.1769
4 O 0.3868 -4.7618 -1.3119
5 O 6.1248 1.5696 2.3830
6 O -3.5727 3.6766 1.5168
7 O -2.9434 1.7619 0.5099
8 O 6.8489 1.6455 -3.0994
9 O -2.2611 -1.0109 -1.6524
10 O 5.2349 3.3831 3.3809
11 O -6.4387 -1.4548 -1.4277
12 O -6.3214 -2.9973 3.2571
13 O 8.1464 2.2752 -4.8190
14 O 6.9502 0.3752 -4.9583
15 O -4.2382 -2.6599 2.4859
16 O -7.0869 -0.9080 0.6403
17 O -5.1288 -4.7296 2.5084
18 O 3.8926 1.8776 2.4160
19 O -5.1081 2.3847 0.5233
20 O -8.5637 -1.8363 -0.7833
21 N -1.3141 -3.1176 -1.4791
22 C 3.0405 2.7619 3.1455
23 C 4.3705 -1.0266 -1.2549
24 C 6.7473 -1.5926 -1.8650
25 C 2.8929 -1.0798 -1.3604
26 C -3.7892 2.5322 0.8199
27 C 0.0061 -3.6210 -1.3778
28 C 5.2413 -1.6392 -2.0488
29 C -5.3614 -0.6905 -0.8604
30 C -5.6555 -0.7641 0.6133
31 C 2.2893 -2.3243 -1.3160
32 C -7.4671 -1.4362 -0.5481
33 C 2.1076 0.0406 -1.4598
34 C -5.1427 -3.3947 2.7298
35 C 0.1792 -1.2673 -1.5048
36 C 0.7389 -0.0274 -1.5221
37 C -5.8314 3.3780 1.2558
38 C -1.2627 -1.6847 -1.5481
39 C 7.2817 1.3379 -4.3549
40 C -7.2287 -4.1007 3.1811
41 C 0.9333 -2.4223 -1.4028
42 C 8.1282 3.3743 -3.9116
43 C 3.9293 3.9630 3.3661
44 C 5.1767 2.2121 2.6948
45 C 7.6529 2.7328 -2.6297
46 C -4.7821 4.4373 1.4954
47 C -6.2928 -5.2853 3.1269
48 H -5.2030 -1.6387 1.0875
49 H 9.1172 3.8176 -3.8214
50 H 6.9982 -1.4196 -0.8205
51 H -7.8321 -3.9987 2.2770
52 H 3.8720 4.6828 2.5468
53 H -6.6771 3.7438 0.6787
54 H 2.7482 2.2791 4.0800
55 H 0.1095 0.8520 -1.5735
56 H -4.7277 5.1645 0.6828
57 H -6.0232 -5.6536 4.1187
58 H 2.1456 2.9963 2.5738
59 H 7.0632 3.4094 -2.0158
60 H 7.4331 4.1297 -4.2844
61 H -5.3454 0.1263 1.1477
62 H 8.4718 2.3317 -2.0295
63 H -1.8061 -3.4316 -0.6435
64 H 3.7227 4.4758 4.3024
65 H -6.6879 -6.1098 2.5389
66 H 2.5682 1.0215 -1.4849
67 H -6.1998 2.9338 2.1826
68 H -4.9231 4.9664 2.4349
69 H 7.0953 -2.6069 -2.0814
70 H -7.8878 -4.1208 4.0454
71 H -4.3980 -1.1203 -1.1144
72 H 7.1854 -0.8528 -2.5309
73 H -5.4087 0.3285 -1.2489

***

Molecular formula: C26H26Cl2N
Method: DFT, wB97M-V/def2-TZVPD

Values from the calculation:
Charge: +1
HOMO-LUMO gap: 7.7 eV
Energy above the lowest of the compared OMol25 structures with the same formula, charge and spin: 0.000 eV

Geometry (Å):
1 Cl 6.2892 1.0686 1.7218
2 Cl -6.5822 1.0579 2.0588
3 N -2.1394 -2.0866 5.0959
4 C -6.2100 -5.6421 6.5383
5 C -3.9194 1.1003 2.5638
6 C 4.8024 0.3208 2.1279
7 C -2.6160 -0.9251 2.8569
8 C -2.6915 0.4669 2.8550
9 C 4.7181 -1.0724 2.2828
10 C -1.4424 -1.1684 6.0857
11 C -5.1778 -4.1728 4.3980
12 C -4.8204 -5.5458 6.3532
13 C -2.1795 -3.4248 5.8076
14 C 1.0557 -1.5396 3.1174
15 C -0.3526 -2.0627 6.6319
16 C 2.3168 -0.8801 2.7959
17 C 3.6536 1.1158 2.3049
18 C -3.6833 -1.6790 2.3674
19 C -4.9280 -1.0815 2.1355
20 C -7.0792 -4.9724 5.6643
21 C 3.4982 -1.6585 2.6203
22 C -4.2950 -4.7953 5.2827
23 C -1.4104 -1.6713 3.4379
24 C -5.0426 0.3109 2.2703
25 C 2.4441 0.5170 2.6394
26 C -0.1308 -0.9288 3.3656
27 C -2.7853 -4.6358 5.0880
28 C -0.7706 -3.5228 6.3546
29 C -6.5590 -4.2365 4.5956
30 H -4.7741 -3.6411 3.5300
31 H -2.8272 -3.2166 6.6713
32 H -0.1891 -1.9049 7.7061
33 H -5.8027 -1.6884 1.8927
34 H 3.7243 2.1938 2.1665
35 H -1.8428 1.0890 3.1109
36 H -2.1553 -0.8752 6.8765
37 H -0.1446 0.1666 3.3060
38 H 3.4343 -2.7387 2.7177
39 H -6.5991 -6.2427 7.3625
40 H 0.5876 -1.8619 6.1249
41 H -3.5677 -2.7529 2.2055
42 H -8.1530 -5.0390 5.8121
43 H 1.1182 -2.6182 3.2379
44 H 5.6163 -1.6761 2.1225
45 H -0.7820 -4.1319 7.2740
46 H -1.2743 -2.7052 3.0621
47 H -2.2984 -5.5327 5.5094
48 H -2.5144 -4.6040 4.0208
49 H 1.5584 1.1504 2.7502
50 H -4.1374 -6.0601 7.0368
51 H -7.2224 -3.7089 3.9043
52 H -1.1213 -0.2761 5.5445
53 H -4.0078 2.1782 2.6106
54 H -3.0969 -1.7597 4.8948
55 H -0.1292 -4.0338 5.6248